The following is a DFT calculation (wB97M-V/def2-TZVPD) of a gas-phase ion, C8H9N2O2S (charge +1) in a non-equilibrium geometry.

## Properties
**LUMO energy**: -4.427 eV
**Energy above the lowest of the compared OMol25 structures with the same formula, charge and spin**: 17.0 kcal/mol
**HOMO energy**: -12.924 eV
**Charge**: +1

Element x y z (Å)
C 1.042285 2.864917 1.340196
C 1.630427 1.623384 1.456005
C 0.138434 3.158462 0.362443
C 1.067652 0.531825 0.820857
C -0.434721 2.115468 -0.303653
C 0.008260 0.828582 -0.010054
C -0.412092 -2.743942 -0.380305
C -0.684122 -0.161510 -0.905426
N -0.981940 -1.465922 -0.132495
N -0.887622 -3.737623 0.350533
O 0.046530 -1.121278 -3.364192
O 0.489383 -2.733438 -1.254145
S 0.681403 -1.010039 -2.110721
H 1.514917 3.739653 1.926753
H 2.390927 1.340333 2.088731
H -0.021785 4.202533 0.295876
H 1.291445 -0.496574 0.743651
H -1.137114 2.298180 -0.999676
H -1.494155 0.098294 -1.518544
H -1.616649 -1.184443 0.583727
H -1.002746 -4.657855 -0.018471
H -1.628718 -3.489008 1.028909

Forces on the atoms, in the same order (eV/Å):
2.993 1.832 1.440
-1.403 -1.490 -0.103
0.135 0.160 1.061
-1.544 1.192 -1.484
2.180 -0.224 2.017
-2.002 0.488 -2.392
-2.567 4.717 1.175
3.949 -4.727 1.883
0.707 0.226 -1.288
-0.779 0.079 0.782
-0.727 -0.291 -1.783
0.425 -0.392 -0.797
-0.074 0.807 2.008
-0.887 -1.591 -0.920
1.845 0.368 1.572
-0.945 0.699 -0.761
1.231 -0.924 0.990
-2.417 0.366 -2.366
-1.006 0.571 -0.805
-0.497 -1.062 0.797
0.587 -0.606 -0.279
0.797 -0.197 -0.748

Atom charges from the Löwdin analysis, given in e for atoms 1 to 2: -0.060, -0.041


The following is a DFT calculation (wB97M-V/def2-TZVPD) of a single C8H9N2OP molecule in a non-equilibrium geometry.

## Properties
**LUMO energy**: -0.107 eV
**SMILES**: CC1=NOC=C2C=CN=C[C@@H]2P1
**Energy above the lowest of the compared OMol25 structures with the same formula, charge and spin**: 93.4 kcal/mol
**HOMO energy**: -7.732 eV

Element x y z (Å)
C -2.332982 -0.458086 2.590106
C -1.426064 0.030085 1.428836
N -1.209138 1.287367 1.483038
O -0.408172 2.159260 0.782732
C 0.180633 2.024857 -0.401946
C 0.641799 0.867611 -0.995590
C 1.137160 0.845197 -2.283889
C 1.746700 -0.264028 -2.776485
N 2.125441 -1.321279 -1.994213
C 1.625290 -1.490618 -0.830220
C 0.722721 -0.496028 -0.170005
P -1.020166 -1.374533 0.225408
H -1.773143 -0.480366 3.508184
H -2.910748 -1.336513 2.405062
H -3.140738 0.222587 2.807250
H 0.169539 3.066988 -0.754261
H 0.729348 1.572741 -2.954641
H 2.169231 -0.234313 -3.749164
H 2.050220 -2.337281 -0.170205
H 1.235807 -0.208856 0.774212
H -0.312738 -2.074791 1.075791

Forces on the atoms, in the same order (eV/Å):
0.014 1.319 -0.504
-0.679 -0.757 -0.271
-0.483 -0.298 1.356
-0.573 -0.408 1.337
0.380 -1.547 -1.711
-1.322 0.115 4.251
-0.012 -1.475 -2.559
-0.224 2.089 0.642
0.268 -1.861 0.931
1.319 0.038 0.320
-0.451 1.372 -0.677
0.669 3.831 -1.690
0.404 -0.510 0.310
0.357 -1.183 -0.318
-0.046 0.901 -0.183
0.577 -0.812 -0.825
0.571 0.683 -0.469
-0.014 -0.269 -0.892
-0.889 1.138 -1.174
-0.785 -0.489 -0.183
0.918 -1.878 2.309

Atom charges from the Löwdin analysis, given in e for atoms 1 to 2: -0.107, -0.506